Computed, not measured: 2 unconnected molecules or ions with the total composition C6H9N, with ωB97M-V/def2-TZVPD.

Calculated values
Orbital gap (spin up / spin down)   0.29986 / 0.26059 hartree
LUMO energy (spin up / spin down)   0.0206 / -0.0134 Eh
HOMO energy (spin up / spin down)   -7.60 / -7.46 eV

The geometry in XYZ format:
```
16
C6H9N | the Open Molecules 2025 dataset | ωB97M-V/def2-TZVPD
C -0.4775 0.6493 -0.0611
H 2.9275 -0.6790 1.2948
C -1.6568 1.6102 -0.0017
H 3.4101 0.6888 -1.0421
N 2.7201 0.0105 -0.7457
H -2.5372 1.2080 0.6674
H -0.9796 -2.8784 -0.0507
H -1.4846 2.5993 0.3620
C -0.5576 -0.8437 -0.0183
C -0.1551 -0.1934 1.1075
H -1.3826 -2.0023 -1.6828
H 0.4558 1.0537 -0.5370
H -2.0988 1.4652 -1.0623
C 2.5348 -0.6388 0.2658
H 0.3170 -0.0843 2.1299
C -1.0354 -1.9651 -0.6257
```

***

Computed, not measured: a molecular structure, C15H40O15S5, with ωB97M-V/def2-TZVPD.

Calculated values
Orbital gap   0.29898 hartree
LUMO energy   -0.0201 Eh
HOMO energy   -8.68 eV

The geometry in XYZ format:
```
75
C15H40O15S5 | the Open Molecules 2025 dataset | ωB97M-V/def2-TZVPD
H -2.9543 0.1682 2.1228
C 1.3492 -3.4419 -0.1841
O -2.1113 -5.0573 0.2644
C -0.4634 1.4574 -2.9011
H 0.8226 4.6434 0.3134
O -1.0705 -1.0168 -3.0211
H 1.6890 3.5884 1.7897
S -4.1200 0.2981 -0.6405
H 4.4963 0.0391 0.9490
H 1.2281 -0.8302 -2.4585
H -0.0324 -2.5384 -1.4822
H 1.6127 1.7851 1.6803
H -0.9100 1.3587 -1.9117
H -2.4711 -2.3515 -2.2476
C 1.1464 -0.0309 -1.7220
O 0.0284 1.5824 -0.4863
C 3.6505 0.5350 1.4252
H -4.0993 2.5803 -1.4956
H 0.2112 0.5174 -1.6085
H 2.0678 -3.8637 -2.2520
H 3.3726 -3.4945 -1.0583
H 3.4343 2.8542 2.1660
H -2.5826 2.0127 -0.8539
H 0.0617 4.3903 -1.2426
O -4.5270 -0.5895 -1.6964
H 1.1521 1.7935 4.0787
O 0.6337 -0.9286 0.8102
O 0.1192 -5.4868 1.3680
H -0.6098 2.4576 -3.3087
C 1.4614 2.7049 3.5670
O 2.6059 0.6838 0.5182
S -0.7173 2.6528 0.2337
H 1.7876 0.7930 -2.0352
H -2.3982 -0.5896 -1.5148
H -1.9189 -3.4738 2.4474
H 1.4138 -2.3547 -0.1395
H 4.6125 2.4128 1.1802
O -5.0050 0.6319 0.5069
O -0.7643 0.1280 -5.1991
H -3.1956 1.3964 -2.4858
C -1.0865 -3.0688 1.8718
H -0.8742 5.0793 0.0973
O -2.1713 2.6382 0.2496
H -0.6440 -1.3149 1.5319
H 4.7466 1.7570 2.8046
H -0.1175 0.2828 0.9660
C -0.7969 -1.9294 -0.9997
C -0.1102 4.3483 -0.1670
H 2.5037 2.8916 3.8254
C 1.1427 2.6879 2.0702
C -3.4313 1.7193 -1.4718
H 1.6392 -3.8993 0.7618
H -1.3953 -2.1741 1.3312
C 2.3788 -3.9164 -1.2086
O -2.8592 0.6494 -3.7682
O -0.3024 2.7100 1.8036
H -0.2580 -0.0789 2.6557
S -0.8164 -4.5451 0.7312
C -0.7398 -0.2409 1.6915
O 0.0374 -3.8555 -0.5171
H -1.2268 -2.5850 -0.2424
H 3.3094 -0.1066 2.2376
H 0.9572 3.5755 3.9865
H -0.1856 -2.8530 2.4462
O -2.6691 -0.3318 0.0654
O 2.7577 -1.7110 -0.2999
C 4.0451 1.9673 1.9973
S 1.7721 -0.6631 -0.0817
C -2.2097 0.2045 1.3276
H 2.6270 -4.9165 -0.8534
H -2.0194 1.2489 1.0801
S -1.4356 0.3030 -3.9298
C -1.9153 -1.4584 -1.9621
H 0.6080 1.2805 -2.9959
H -0.2664 -1.1124 -0.5105
```

***

Computed, not measured: 2 unconnected molecules or ions with the total composition C3H12N3S2, with ωB97M-V/def2-TZVPD.

Calculated values
Orbital gap   0.35410 hartree
LUMO energy   -0.1179 Eh
HOMO energy   -12.84 eV
Net charge   +1

The geometry in XYZ format:
```
20
C3H12N3S2 | the Open Molecules 2025 dataset | ωB97M-V/def2-TZVPD
H 1.4258 -0.8044 -0.8183
N -1.0477 -1.3895 -1.0573
S 0.5010 -1.0362 2.2451
S 0.8824 0.6905 1.1443
H -1.5251 0.7390 1.1833
N -0.7283 -0.4317 -3.1486
H -1.7043 -0.2249 -3.1785
H -2.0012 -1.1858 -1.1440
H 1.6577 -0.2657 -2.4274
C -0.2202 -0.8749 -1.9842
H -0.8554 2.1369 2.0107
C -0.9097 2.3364 -0.1571
H 0.5842 -0.4597 3.4517
N 1.1064 -0.8409 -1.7874
H -0.7848 1.6981 -1.0347
H -1.9230 2.8088 -0.2145
H -0.6588 -1.4505 -0.1132
H -0.1798 3.1184 -0.2166
C -0.7617 1.5186 1.1300
H -0.1335 0.1748 -3.7091
```

***

Computed, not measured: 2 unconnected molecules or ions with the total composition C6H13N4, with ωB97M-V/def2-TZVPD.

Calculated values
Orbital gap   0.35484 hartree
LUMO energy   -0.1198 Eh
HOMO energy   -12.92 eV
Net charge   +1

The geometry in XYZ format:
```
23
C6H13N4 | the Open Molecules 2025 dataset | ωB97M-V/def2-TZVPD
C 0.2943 -0.1426 -0.2814
C 1.6600 1.7303 -0.5074
C 1.0853 1.6577 0.8710
H 1.0649 2.3563 1.5928
H -0.3694 0.3327 1.8042
N -1.0625 -0.5113 -0.8990
H -1.0934 -1.5336 -0.5907
C 1.0713 0.7618 -1.1495
H 1.0629 0.6425 -2.1993
N -2.9689 0.7526 0.2192
H -3.2422 0.4517 1.1699
H -2.3991 1.6357 0.2403
H -1.8113 0.0480 -0.5001
C 0.8534 -1.4981 0.1745
C 0.2897 0.5961 0.9829
H -0.9107 -0.2341 -1.8352
H 0.2169 -3.4367 0.4602
H 2.8579 -0.8092 0.2561
N 0.0365 -2.4987 0.0488
H -3.7349 1.0140 -0.4123
N 2.1642 -1.4875 0.6552
H 2.3820 2.5798 -0.8777
H 2.5531 -2.4075 0.7775
```

***

Computed, not measured: 2 unconnected molecules or ions with the total composition C3H6O2, with ωB97M-V/def2-TZVPD.

Calculated values
Orbital gap (spin up / spin down)   0.32008 / 0.30715 hartree
LUMO energy (spin up / spin down)   -0.0316 / -0.0477 Eh
HOMO energy (spin up / spin down)   -9.57 / -9.66 eV

The geometry in XYZ format:
```
11
C3H6O2 | the Open Molecules 2025 dataset | ωB97M-V/def2-TZVPD
H 0.3081 -0.7198 2.4030
O 0.8296 0.3902 -1.5008
H -2.3988 0.5917 -1.0131
C 1.0554 -0.6300 1.5932
H 1.8090 0.0855 1.9646
C -1.4246 0.1313 -1.1701
H -0.4373 1.9957 -1.5970
H -1.3408 -0.9449 -1.1035
C -0.3169 0.9053 -1.5079
H 1.5181 -1.6252 1.4790
O 0.3981 -0.1798 0.4525
```

***

Computed, not measured: a molecular structure, C29H32Br3IO12P, with ωB97M-V/def2-TZVPD.

Calculated values
Orbital gap   0.24467 hartree
LUMO energy   -0.1750 Eh
HOMO energy   -11.42 eV
Net charge   +1

The geometry in XYZ format:
```
78
C29H32Br3IO12P | the Open Molecules 2025 dataset | ωB97M-V/def2-TZVPD
O 4.0919 -5.9515 4.6874
C -5.6996 5.7554 2.5230
H 4.0688 3.2979 -0.4894
H -0.2486 -2.4268 -1.9833
H -1.8596 1.3915 -0.3893
O -5.9416 3.5574 -0.3979
H -2.4060 -3.5766 -1.0065
C 0.8989 -3.4803 4.1753
H -4.5935 6.6606 4.3109
O 1.6708 -6.8698 5.3096
C -5.4810 4.1821 0.6899
C -3.5639 4.5100 2.3207
Br -5.6773 -0.5567 -3.7837
C -4.3076 5.4176 2.9677
C 3.3462 -3.8360 3.9688
O -3.8655 6.0687 4.0349
C 0.1699 0.7471 -0.1095
H -3.6979 -0.4988 -0.8303
C -4.7664 -2.5278 -1.9650
H -2.5611 4.2565 2.6341
C 7.6384 0.6069 -0.3675
C 6.3659 0.3960 -0.0033
C 0.7198 -4.8276 4.6893
H 0.9009 -0.2813 -3.8654
H 9.3981 0.0758 -0.5928
C 1.7805 -5.6315 4.8464
C 1.3467 0.0355 -0.7936
H 7.4365 3.9306 -1.4772
C -1.1322 -1.9463 -1.5758
C 8.0942 1.9288 -0.9145
C 3.1716 -5.1804 4.5061
H 6.0269 -0.5504 0.3938
Br -4.0827 1.5185 -2.2028
H -5.8054 -2.6583 -2.2399
H -4.6891 -2.2951 -0.9035
H 0.2477 -2.4243 -5.5974
O 9.2638 2.0613 -1.2096
H -0.2854 -5.1416 4.9326
C -6.2241 5.0846 1.3384
H 1.4144 0.2929 -1.8522
H -5.2480 2.9524 -0.7143
P -1.6270 -0.2986 -2.0748
C 5.3865 1.4597 -0.1360
H 0.7291 -2.5549 -3.9346
H 1.2664 -1.0355 -0.6169
H -0.7525 1.9661 -1.5905
C -1.2931 0.0056 -3.8723
C -4.1729 -1.3611 -2.8099
O 8.5700 -0.3311 -0.2684
H 2.2733 0.3725 -0.3335
C 0.0129 -0.5903 -4.4105
C -0.0353 -2.1375 -4.5905
C -3.4606 -0.2994 -1.8732
H 0.5540 1.7025 0.2353
O -3.4646 2.9791 0.5397
H -2.1076 -0.4166 -4.4556
H -2.0040 -2.3999 0.3492
H -3.4828 -1.8079 -3.5184
I -0.4390 -0.2464 1.7137
C -1.8763 -2.6788 -0.6964
H 2.5790 -7.2319 5.3287
O 2.3822 -1.8001 3.3238
H 0.1234 -0.1867 -5.4154
C 5.8340 2.7723 -0.7056
Br -1.2927 1.9167 -4.2965
O 4.8884 3.7059 -0.8254
H -7.2220 5.3484 1.0176
H -4.2397 -3.4611 -2.1553
H -0.9953 -2.5466 -4.2840
C -1.0215 1.0781 -1.0182
C 2.2854 -3.0368 3.8113
O 4.2159 1.3336 0.1907
C -4.0960 3.8255 1.1539
H 1.4676 -1.4512 3.3294
O -6.3304 6.5721 3.1615
C 7.1027 2.9878 -1.0675
H 4.3492 -3.5261 3.7117
O -0.0221 -2.6946 4.0190
```

***

Number 1: strongest force on any atom 4.4 eV/A. Number 2: strongest force on any atom 14.4 eV/A. Number 3: strongest force on any atom 2.4 eV/A. Number 4: strongest force on any atom 3.6 eV/A. Number 5: strongest force on any atom 2.3 eV/A. Number 6: strongest force on any atom 2.0 eV/A.